Version a
Here is a 2-piece molecular cluster, C3H6ClN overall from the Open Molecules 2025 dataset. Energies are from the ωB97M-V functional and the def2-TZVPD basis.

HOMO energy (spin up / spin down) (Ha): -0.265 / -0.265
Kohn-Sham gap (spin up / spin down) (hartree): 0.2978 / 0.2977

Geometry as XYZ:
```
11
Properties=species:S:1:pos:R:3:nbo_charge:R:1
C 1.31 -0.45 -0.28 -0.520
C 0.74 -1.36 0.42 -0.247
C -1.43 -0.16 0.65 -0.095
N -1.04 1.16 0.34 -0.839
Cl -2.41 -0.93 -0.48 0.023
H 2.30 -0.27 -0.83 0.205
H 0.63 0.45 -0.29 0.193
H 0.92 -2.25 1.03 0.200
H -1.66 -0.53 1.72 0.234
H -1.09 1.43 -0.64 0.415
H -0.59 1.79 1.10 0.429
```



Version b
Here is a 2-piece molecular cluster, C3H6ClN overall from the Open Molecules 2025 dataset. Energies are from the ωB97M-V functional and the def2-TZVPD basis.

HOMO energy (Ha): -0.380
Kohn-Sham gap (hartree): 0.3638
Structure (SMILES): [H]/N=C\C=C.Cl

Geometry as XYZ:
```
11
Properties=species:S:1:pos:R:3:nbo_charge:R:1
C -1.82 0.94 -0.69 -0.323
C -0.56 0.41 -0.79 -0.263
C 0.45 0.05 0.22 0.124
N 1.47 -0.70 -0.08 -0.646
Cl 1.76 -0.93 2.82 -0.419
H -2.46 0.65 -1.56 0.206
H -2.46 1.14 0.17 0.217
H -0.29 -0.16 -1.73 0.199
H 0.37 0.35 1.25 0.213
H 1.64 -0.99 -1.07 0.377
H 1.90 -0.75 1.45 0.316
```



Q: Which of them is the least stable? A: version a.



Version a
Here is an isolated ion of composition C4H6NO2 and charge -1 from the Open Molecules 2025 dataset. Energies are from the ωB97M-V functional and the def2-TZVPD basis.

HOMO energy (Ha): -0.058
Total charge: -1
Kohn-Sham gap (hartree): 0.2054
Structure (SMILES): C=C1[C@H](O)CN1[O-]

Geometry as XYZ:
```
13
Properties=species:S:1:pos:R:3:nbo_charge:R:1
C 0.54 0.60 -0.09 0.170
C 0.42 1.93 0.10 -0.777
C 0.61 -1.52 -0.11 -0.242
C -0.59 -0.57 -0.34 0.063
N 1.48 -0.35 0.03 -0.050
O 2.77 -0.35 0.31 -0.748
O -1.65 -0.62 0.58 -0.742
H 1.28 2.53 0.32 0.202
H -0.50 2.44 -0.14 0.186
H 0.52 -2.12 0.80 0.161
H 0.86 -2.18 -0.95 0.151
H -1.01 -0.61 -1.35 0.150
H -1.41 -0.01 1.30 0.477
```



Version b
Here is a 2-piece molecular cluster, C4H6NO2 overall from the Open Molecules 2025 dataset. Energies are from the ωB97M-V functional and the def2-TZVPD basis.

HOMO energy (Ha): -0.086
Total charge: -1
Kohn-Sham gap (hartree): 0.2491

Geometry as XYZ:
```
13
Properties=species:S:1:pos:R:3:nbo_charge:R:1
C -0.73 0.98 0.20 -0.492
C -1.78 0.35 0.75 0.218
C 0.01 0.08 -0.69 -0.019
C 1.98 -0.23 0.24 -0.720
N -0.43 -1.25 -0.63 0.092
O -0.68 -1.92 -1.63 -0.492
O -1.99 -0.89 0.41 -0.633
H -0.46 2.13 0.39 0.193
H -2.58 0.84 1.48 0.122
H 0.33 0.42 -1.75 0.163
H 1.86 0.27 1.31 0.174
H 2.50 0.50 -0.41 0.188
H 1.96 -1.29 0.33 0.206
```



Q: Which of them is the least stable? A: version b.



Version a
Here is a single C2H2Cl2F2 molecule from the Open Molecules 2025 dataset. Energies are from the ωB97M-V functional and the def2-TZVPD basis.

HOMO energy (Ha): -0.412
Kohn-Sham gap (hartree): 0.4197
Structure (SMILES): FCC(F)(Cl)Cl

Geometry as XYZ:
```
8
Properties=species:S:1:pos:R:3:nbo_charge:R:1
C -0.06 0.26 -0.79 -0.016
C -0.03 -0.09 0.75 0.413
H 0.86 1.06 -1.00 0.192
H -0.94 0.90 -0.77 0.186
F 0.04 -0.75 -1.77 -0.325
F 0.27 0.93 1.41 -0.283
Cl 1.41 -1.49 0.81 -0.164
Cl -1.55 -0.82 1.36 -0.003
```



Version b
Here is a single C2H2Cl2F2 molecule from the Open Molecules 2025 dataset. Energies are from the ωB97M-V functional and the def2-TZVPD basis.

HOMO energy (Ha): -0.416
Kohn-Sham gap (hartree): 0.4446
Structure (SMILES): F[C@@H](Cl)[C@@H](F)Cl

Geometry as XYZ:
```
8
Properties=species:S:1:pos:R:3:nbo_charge:R:1
C 0.68 -0.24 0.10 0.125
C -0.69 0.32 0.07 0.161
H 1.06 0.25 1.00 0.182
H -1.06 -0.11 0.98 0.181
F 0.63 -1.59 0.25 -0.319
F -0.67 1.64 0.01 -0.301
Cl 1.65 0.25 -1.22 0.007
Cl -1.60 -0.51 -1.20 -0.034
```



Q: Which of them is the least stable? A: version a.



Version a
Here is an isolated ion of composition C2H7N4 and charge +1 from the Open Molecules 2025 dataset. Energies are from the ωB97M-V functional and the def2-TZVPD basis.

HOMO energy (Ha): -0.530
Total charge: +1
Kohn-Sham gap (hartree): 0.3635

Geometry as XYZ:
```
13
Properties=species:S:1:pos:R:3:nbo_charge:R:1
C 0.30 1.17 0.30 -0.221
C 1.03 -1.33 0.21 -0.064
N 1.60 0.77 -0.37 -0.024
N 1.87 -0.40 -0.22 -0.051
N -0.54 0.09 0.56 -0.387
N -1.65 -0.05 -0.37 -0.547
H 0.61 1.58 1.25 0.257
H -0.13 2.12 -0.36 0.224
H 0.81 -2.06 -0.54 0.230
H 1.51 -1.83 0.98 0.242
H -1.25 -0.26 -1.27 0.426
H -2.03 0.95 -0.32 0.455
H -2.13 -0.74 0.14 0.460
```



Version b
Here is an isolated ion of composition C2H7N4 and charge +1 from the Open Molecules 2025 dataset. Energies are from the ωB97M-V functional and the def2-TZVPD basis.

HOMO energy (Ha): -0.546
Total charge: +1
Kohn-Sham gap (hartree): 0.3977
Structure (SMILES): C=NC(=[NH2+])NN

Geometry as XYZ:
```
13
Properties=species:S:1:pos:R:3:nbo_charge:R:1
C 0.74 -0.07 -0.05 0.649
C -0.69 1.82 0.14 0.136
N 0.27 1.15 -0.31 -0.445
N -0.13 -1.09 -0.07 -0.404
N 2.04 -0.27 0.06 -0.731
N -1.50 -0.81 -0.09 -0.645
H -1.16 1.66 1.10 0.190
H -1.01 2.68 -0.45 0.208
H 0.22 -2.04 -0.21 0.405
H 2.67 0.52 0.03 0.441
H 2.45 -1.19 0.13 0.426
H -1.96 -1.30 0.68 0.387
H -1.93 -1.07 -0.97 0.384
```



Version c
Here is an isolated ion of composition C2H7N4 and charge +1 from the Open Molecules 2025 dataset. Energies are from the ωB97M-V functional and the def2-TZVPD basis.

HOMO energy (Ha): -0.546
Total charge: +1
Kohn-Sham gap (hartree): 0.3359

Geometry as XYZ:
```
13
Properties=species:S:1:pos:R:3:nbo_charge:R:1
C -0.69 0.31 0.01 0.501
C 0.11 -1.01 -0.02 -0.369
N -0.01 1.37 -0.04 -0.300
N 1.45 -0.71 -0.24 -0.386
N -1.99 0.28 -0.12 -0.751
N 1.28 1.35 -0.02 -0.326
H -0.02 -1.62 0.91 0.266
H -0.35 -1.42 -1.01 0.253
H 1.95 -0.73 0.61 0.347
H -2.37 -0.66 -0.33 0.444
H -2.40 1.23 0.03 0.460
H 1.98 1.57 -0.80 0.451
H 1.70 1.67 0.87 0.409
```



Version d
Here is C2H7N4 as an isolated structure from the Open Molecules 2025 dataset. Energies are from the ωB97M-V functional and the def2-TZVPD basis.

HOMO energy (Ha): -0.558
Total charge: +1
Kohn-Sham gap (hartree): 0.3717

Geometry as XYZ:
```
13
Properties=species:S:1:pos:R:3:nbo_charge:R:1
C 0.96 -1.10 0.14 -0.250
C 1.37 0.40 -0.09 -0.308
N -0.44 -1.16 -0.01 -0.065
N 0.27 1.21 0.26 -0.374
N -1.02 -0.11 0.01 0.276
N -2.25 0.21 -0.03 -0.540
H 1.45 -1.77 -0.57 0.262
H 1.20 -1.44 1.15 0.256
H 2.20 0.62 0.60 0.273
H 1.71 0.53 -1.13 0.215
H 0.03 1.92 -0.43 0.378
H -2.97 -0.50 0.01 0.437
H -2.51 1.19 0.09 0.439
```



Q: Which of them is the least stable? A: version a.



Version a
Here is a 2-piece molecular cluster, C3H3IO2 overall from the Open Molecules 2025 dataset. Energies are from the ωB97M-V functional and the def2-TZVPD basis.

HOMO energy (spin up / spin down) (Ha): -0.314 / -0.310
Kohn-Sham gap (spin up / spin down) (hartree): 0.2489 / 0.2350

Geometry as XYZ:
```
9
Properties=species:S:1:pos:R:3:nbo_charge:R:1
C -0.72 2.22 0.30 -0.060
C -0.49 1.11 -0.12 -0.152
C -0.01 -0.19 -0.34 0.243
O -0.12 -2.43 -0.10 -0.369
O -0.50 -1.19 0.40 -0.207
I 2.88 0.36 -0.13 -0.437
H -1.19 3.21 0.45 0.258
H 0.48 -0.28 -1.21 0.238
H -0.34 -2.81 0.77 0.486
```



Version b
Here is a 2-piece molecular cluster, C3H3IO2 overall from the Open Molecules 2025 dataset. Energies are from the ωB97M-V functional and the def2-TZVPD basis.

HOMO energy (spin up / spin down) (Ha): -0.292 / -0.269
Kohn-Sham gap (spin up / spin down) (hartree): 0.2853 / 0.2184

Geometry as XYZ:
```
9
Properties=species:S:1:pos:R:3:nbo_charge:R:1
C -0.44 0.80 -0.21 0.689
C -0.07 -1.97 -0.28 0.305
C 0.70 1.32 0.45 -0.798
O -1.49 0.72 -0.84 -0.401
O 0.63 -2.91 -0.24 -0.533
I -2.20 -2.18 -1.03 -0.125
H 1.62 0.59 0.33 0.307
H 0.33 1.20 1.49 0.298
H 0.93 2.43 0.33 0.259
```



Version c
Here is a single C3H3IO2 molecule from the Open Molecules 2025 dataset. Energies are from the ωB97M-V functional and the def2-TZVPD basis.

HOMO energy (spin up / spin down) (Ha): -0.287 / -0.356
Kohn-Sham gap (spin up / spin down) (hartree): 0.2504 / 0.3442

Geometry as XYZ:
```
9
Properties=species:S:1:pos:R:3:nbo_charge:R:1
C 0.74 -0.17 0.55 -0.368
C 0.31 -1.35 0.40 -0.097
C 0.14 1.07 -0.36 -0.085
O -1.71 -0.19 -0.89 -0.274
O -1.18 0.97 -0.35 -0.195
I -0.84 -3.04 0.55 0.344
H 1.59 0.02 1.19 0.245
H 0.42 1.86 0.31 0.218
H 0.52 0.84 -1.40 0.212
```



Q: Which of them is the least stable? A: version c.



Version a
Here is a single C5H5NOS molecule from the Open Molecules 2025 dataset. Energies are from the ωB97M-V functional and the def2-TZVPD basis.

HOMO energy (Ha): -0.334
Kohn-Sham gap (hartree): 0.2941
Structure (SMILES): Cc1cc(C=S)on1

Geometry as XYZ:
```
13
Properties=species:S:1:pos:R:3:nbo_charge:R:1
C 3.42 0.17 -0.06 -0.674
C 1.96 0.07 -0.06 0.129
C 0.97 1.07 -0.04 -0.336
C -0.21 0.32 0.12 0.262
C -1.67 0.75 0.13 -0.325
H 3.81 -0.35 0.83 0.247
H 3.86 1.23 -0.10 0.240
H 3.71 -0.62 -0.83 0.254
H 1.04 2.22 0.02 0.249
H -1.76 1.82 0.00 0.202
N 1.39 -1.16 0.04 -0.130
O 0.04 -0.94 0.06 -0.240
S -2.97 -0.18 -0.07 0.123
```



Version b
Here is C5H5NOS as an isolated structure from the Open Molecules 2025 dataset. Energies are from the ωB97M-V functional and the def2-TZVPD basis.

HOMO energy (Ha): -0.342
Kohn-Sham gap (hartree): 0.3227

Geometry as XYZ:
```
13
Properties=species:S:1:pos:R:3:nbo_charge:R:1
C 1.74 0.25 -1.34 -0.245
C -1.21 -0.40 0.44 0.560
C 0.31 0.58 -1.65 -0.361
C 0.07 -0.10 -0.30 0.154
C -0.98 -0.27 1.99 -0.735
N 1.33 -0.20 -0.01 -0.354
O -2.15 -0.78 -0.22 -0.480
S 1.60 1.91 -1.78 0.229
H 2.57 -0.37 -1.76 0.244
H -0.22 0.37 -2.58 0.245
H -0.62 -1.21 2.45 0.261
H -2.01 -0.38 2.48 0.237
H -0.44 0.60 2.29 0.245
```



Q: Which of them is the least stable? A: version b.